(1)
The following is a quantum chemistry calculation of a 2-piece molecular cluster, C3H9NO3 overall in a non-equilibrium geometry, from the OMol25 dataset.

Output
Structure (SMILES) ... CCNC(=O)O.O
Strongest force on any atom ... 4.4 eV Å⁻¹
Total charge ... 0
Energy relative to the best compared isomer or geometry (same formula, charge and spin) ... 40.18 kcal per mole
Lowest unoccupied orbital energy ... 0.36 eV

The geometry in XYZ format:
```
16
Properties=species:S:1:pos:R:3:forces:R:3
C -0.863 2.345 -0.272 -1.280 -2.803 -1.527
C 0.089 1.133 -0.453 2.884 0.474 -0.957
N -0.600 -0.113 -0.832 1.246 0.243 1.950
C -0.094 -1.350 -0.474 3.735 2.136 -0.858
O 1.132 -1.566 -0.265 -3.929 0.284 -0.517
O -1.062 -2.241 -0.534 0.686 -2.369 -0.278
H -0.781 3.099 0.439 1.362 0.914 1.537
H -1.183 2.866 -1.170 0.135 -0.333 -0.457
H -1.691 1.731 0.076 -0.948 0.619 0.076
H 0.975 1.266 -1.203 -1.529 0.228 1.303
H 0.573 0.913 0.518 -0.212 0.099 -0.522
H -1.243 -0.153 -1.574 -1.034 0.259 -0.745
H -1.714 -1.967 0.084 -1.314 0.308 0.591
O 2.327 -1.692 2.117 -1.275 1.280 -3.175
H 2.261 -2.583 2.407 -0.079 -1.179 0.330
H 1.874 -1.690 1.137 1.551 -0.161 3.250
```
Positions in Å, forces in eV/Å.

These are the Löwdin partial charges, in e, on atoms 1 to 6: atom 1 (C): -0.07, atom 2 (C): -0.21, atom 3 (N): 0.05, atom 4 (C): -0.53, atom 5 (O): 0.05, atom 6 (O): 0.15

=====

(2)
The following is a quantum chemistry calculation of a 2-piece molecular cluster, CH6N2S overall, from the OMol25 dataset.

Output
Strongest force on any atom ... 1.0 eV Å⁻¹
Total charge ... 0
Energy relative to the best compared isomer or geometry (same formula, charge and spin) ... 21.72 kcal per mole
Lowest unoccupied orbital energy ... 0.60 eV

The geometry in XYZ format:
```
10
Properties=species:S:1:pos:R:3:forces:R:3
S -1.490 -0.056 1.222 0.139 0.367 0.259
H -2.625 -0.763 1.185 0.039 -0.272 -0.046
N 0.222 -0.563 -1.238 0.497 -0.691 -0.401
C 0.705 -0.205 -0.045 -0.952 -0.160 -0.233
N 0.944 1.068 0.230 0.083 0.695 0.192
H -0.450 0.036 -1.691 0.004 0.119 0.142
H 0.001 -1.546 -1.318 -0.074 0.255 -0.002
H 1.188 -0.954 0.549 0.170 -0.216 0.102
H 1.304 1.274 1.148 -0.063 -0.108 0.043
H 0.201 1.707 -0.041 0.158 0.011 -0.056
```
Positions in Å, forces in eV/Å.

These are the Löwdin partial charges, in e, on atoms 1 to 6: atom 1 (S): 0.14, atom 2 (H): -0.36, atom 3 (N): 0.08, atom 4 (C): -0.46, atom 5 (N): 0.07, atom 6 (H): 0.10

=====

(3)
The following is a quantum chemistry calculation of C48H43N8O3PRuS2 as an isolated structure, from the OMol25 dataset.

Output
Strongest force on any atom ... 0.7 eV Å⁻¹
Total charge ... +1
Energy relative to the best compared isomer or geometry (same formula, charge and spin) ... 22.35 kcal per mole
2S+1 ... 6
Expectation value of S² ... 8.764
Lowest unoccupied orbital energy (spin up / spin down) ... -2.21 / -4.13 eV

The geometry in XYZ format:
```
106
Properties=species:S:1:pos:R:3:forces:R:3
Ru 0.318 -0.592 -0.245 -0.375 0.492 0.235
N 0.950 -2.692 0.927 0.131 0.168 0.111
C 2.096 -3.383 0.411 -0.136 -0.029 0.112
C 2.134 -4.772 0.410 0.031 -0.023 0.036
C 3.248 -5.435 -0.076 0.020 -0.010 -0.007
C 4.339 -4.717 -0.552 -0.058 0.002 0.020
C 4.287 -3.335 -0.574 -0.013 0.020 -0.023
C 3.159 -2.651 -0.115 0.039 -0.045 -0.115
P 2.946 -0.858 -0.310 0.112 0.031 -0.267
C 3.502 -0.448 -1.994 0.093 0.050 0.001
C 2.571 -0.133 -2.981 0.031 -0.033 -0.060
C 2.984 0.175 -4.272 0.034 -0.019 0.084
C 4.334 0.177 -4.582 0.021 0.000 -0.002
C 5.274 -0.117 -3.600 -0.010 0.011 -0.010
C 4.862 -0.420 -2.314 0.027 0.026 0.014
C 4.204 -0.097 0.756 -0.071 -0.047 0.014
C 4.568 1.234 0.541 0.018 0.016 -0.007
C 5.498 1.841 1.368 0.004 -0.041 0.008
C 6.066 1.128 2.420 -0.015 0.041 -0.013
C 5.700 -0.190 2.643 -0.047 -0.034 -0.049
C 4.768 -0.803 1.813 0.095 -0.011 0.029
H 1.164 -2.243 1.824 0.058 -0.081 0.006
H 0.182 -3.336 1.081 -0.038 0.057 -0.051
H 1.296 -5.334 0.807 0.011 0.012 -0.007
H 3.270 -6.517 -0.072 0.003 0.013 0.001
H 5.215 -5.233 -0.918 -0.007 0.006 0.000
H 5.124 -2.780 -0.974 -0.003 0.018 -0.015
H 1.511 -0.127 -2.764 -0.046 -0.011 0.059
H 2.249 0.420 -5.028 -0.005 -0.004 0.015
H 4.660 0.421 -5.585 -0.007 -0.006 0.015
H 6.330 -0.097 -3.836 -0.011 -0.002 0.003
H 5.607 -0.605 -1.550 -0.012 -0.016 0.008
H 4.127 1.796 -0.273 -0.002 -0.012 -0.003
H 5.783 2.870 1.192 0.003 0.000 -0.008
H 6.798 1.602 3.062 -0.006 -0.001 -0.008
H 6.146 -0.749 3.455 -0.005 -0.002 -0.004
H 4.486 -1.832 1.990 0.012 0.010 0.000
N -1.407 1.151 -0.630 -0.122 -0.236 -0.161
C -1.976 1.466 -1.907 0.174 0.047 0.264
C -2.219 2.797 -2.217 -0.022 0.093 -0.040
C -2.785 3.142 -3.433 0.001 -0.004 0.031
C -3.119 2.148 -4.342 0.005 -0.031 0.025
C -2.854 0.824 -4.034 -0.013 0.004 -0.068
C -2.268 0.458 -2.821 0.032 -0.251 -0.029
C -1.861 -0.960 -2.619 -0.006 0.122 -0.096
C -2.609 -1.988 -3.194 -0.078 -0.070 -0.066
C -2.135 -3.293 -3.254 -0.053 0.060 -0.006
C -0.875 -3.603 -2.764 0.023 0.082 0.036
C -0.143 -2.602 -2.134 -0.136 -0.032 -0.170
C -0.650 -1.301 -2.000 0.407 -0.156 0.212
H -1.161 2.010 -0.135 -0.033 0.037 0.050
H -2.062 0.635 -0.051 -0.117 0.094 -0.083
H -1.965 3.564 -1.495 -0.007 0.005 -0.018
H -2.966 4.184 -3.664 0.001 -0.018 0.005
H -3.562 2.403 -5.295 0.008 -0.006 0.004
H -3.058 0.058 -4.772 0.001 0.026 0.018
H -3.580 -1.758 -3.618 0.017 -0.027 0.007
H -2.742 -4.061 -3.715 -0.007 0.012 0.003
H -0.470 -4.602 -2.864 -0.001 0.012 0.000
H 0.845 -2.855 -1.756 -0.013 -0.008 0.004
C -2.648 -2.831 0.373 0.007 -0.013 0.074
C -2.355 -1.795 1.398 0.020 0.202 -0.063
N -1.335 -0.944 1.418 0.000 -0.208 0.249
C -1.499 -0.154 2.548 0.074 0.034 -0.190
C -2.630 -0.519 3.188 -0.111 -0.068 -0.032
N -3.165 -1.558 2.454 -0.117 -0.116 0.133
C -4.450 -2.203 2.706 0.056 0.133 -0.087
N -5.386 -1.940 1.654 -0.013 -0.241 0.114
N -5.806 -2.964 0.859 -0.125 0.126 -0.093
N -6.579 -2.505 -0.046 0.183 0.125 0.248
C -6.682 -1.132 0.126 -0.219 -0.164 -0.313
C -7.392 -0.181 -0.613 -0.011 0.033 -0.016
C -7.284 1.130 -0.213 0.044 -0.010 0.060
C -6.491 1.498 0.898 -0.015 -0.027 -0.046
C -5.790 0.570 1.636 -0.043 -0.015 -0.055
C -5.915 -0.761 1.219 0.202 0.168 0.145
H -1.795 -2.952 -0.284 0.062 -0.021 -0.073
H -3.505 -2.548 -0.238 0.014 0.015 -0.035
H -2.888 -3.792 0.832 -0.006 0.033 0.024
H -0.801 0.626 2.797 0.022 -0.043 -0.020
H -3.101 -0.147 4.082 0.017 -0.018 -0.012
H -4.812 -1.826 3.660 -0.031 0.009 0.023
H -4.342 -3.283 2.763 0.023 -0.039 -0.003
H -7.995 -0.474 -1.462 0.014 -0.002 0.023
H -7.814 1.901 -0.755 0.011 0.000 0.014
H -6.431 2.542 1.175 -0.005 -0.006 -0.009
H -5.182 0.865 2.480 -0.007 -0.007 -0.004
O -0.562 5.809 -0.113 -0.119 -0.004 -0.021
S -0.649 5.096 1.124 0.045 0.030 0.002
O -1.794 5.241 1.968 -0.091 0.012 -0.063
N -0.410 3.471 0.820 -0.063 -0.151 -0.020
C 0.677 3.039 1.356 0.059 -0.014 0.072
S 1.241 1.403 1.239 0.218 0.149 -0.113
C 1.472 4.066 2.108 -0.092 -0.195 -0.115
C 2.674 3.938 2.780 0.092 -0.037 0.027
C 3.199 5.067 3.402 -0.035 -0.015 -0.031
C 2.535 6.290 3.348 0.020 -0.014 0.003
C 1.330 6.419 2.666 0.031 -0.002 -0.001
C 0.830 5.288 2.057 0.085 0.118 0.113
H 3.192 2.987 2.805 -0.025 0.028 0.022
H 4.138 4.996 3.935 -0.004 -0.008 -0.003
H 2.963 7.154 3.839 0.008 -0.024 0.002
H 0.811 7.367 2.615 -0.005 -0.022 -0.007
O 1.964 -1.064 3.167 -0.161 -0.074 -0.136
H 1.946 -0.157 2.819 0.022 0.045 0.151
H 2.379 -1.014 4.033 0.029 -0.005 0.020
```
Positions in Å, forces in eV/Å.

These are the Löwdin partial charges, in e, on atoms 1 to 6: atom 1 (Ru): 1.18, atom 2 (N): 0.02, atom 3 (C): -0.33, atom 4 (C): -0.02, atom 5 (C): -0.06, atom 6 (C): -0.06

=====

(4)
The following is a quantum chemistry calculation of a 2-piece molecular cluster, C2H2ClIO overall in a non-equilibrium geometry, from the OMol25 dataset.

Output
Strongest force on any atom ... 2.5 eV Å⁻¹
Total charge ... 0
Energy relative to the best compared isomer or geometry (same formula, charge and spin) ... 53.75 kcal per mole
Lowest unoccupied orbital energy (spin up / spin down) ... -1.69 / -3.41 eV

The geometry in XYZ format:
```
7
Properties=species:S:1:pos:R:3:forces:R:3
C -0.375 -0.732 -0.264 2.047 0.390 -0.208
C 0.850 -0.031 0.061 -1.857 -0.306 0.396
O -0.605 -1.802 0.263 -1.350 0.366 -0.476
Cl 1.646 -0.137 1.467 0.925 -0.439 1.558
I -2.016 2.299 0.281 0.208 -0.096 0.019
H -0.784 -0.126 -1.129 -0.963 -1.468 0.362
H 1.286 0.529 -0.679 0.991 1.553 -1.651
```
Positions in Å, forces in eV/Å.

These are the Löwdin partial charges, in e, on atoms 1 to 6: atom 1 (C): -0.45, atom 2 (C): -0.60, atom 3 (O): 0.03, atom 4 (Cl): 0.78, atom 5 (I): 0.12, atom 6 (H): 0.08

=====

(5)
The following is a quantum chemistry calculation of C26H39AsN12NaO2 as an isolated structure, from the OMol25 dataset.

Output
Strongest force on any atom ... 0.5 eV Å⁻¹
Total charge ... +1
Energy relative to the best compared isomer or geometry (same formula, charge and spin) ... 0.00 kcal per mole
Lowest unoccupied orbital energy ... -2.14 eV

The geometry in XYZ format:
```
81
Properties=species:S:1:pos:R:3:forces:R:3
Na -0.049 -0.087 0.102 -0.285 -0.118 -0.317
N -3.777 0.872 2.361 0.053 0.011 0.031
C -2.574 0.303 2.149 -0.084 -0.049 -0.048
N -2.323 -0.603 1.268 0.024 0.191 0.235
C -3.342 -0.968 0.397 0.195 -0.041 -0.036
N -3.108 -1.675 -0.655 -0.179 -0.039 -0.092
N -1.768 -1.869 -0.883 0.159 -0.077 0.141
C -1.451 -2.953 -1.459 -0.111 0.022 -0.062
C -0.033 -3.191 -1.780 0.137 0.005 -0.018
C 0.340 -4.240 -2.615 -0.037 0.010 0.023
C 1.681 -4.403 -2.926 0.000 -0.017 -0.006
C 2.602 -3.517 -2.394 0.003 0.012 0.010
C 2.135 -2.510 -1.557 0.018 -0.036 -0.010
N 0.858 -2.349 -1.243 0.007 0.039 -0.012
C -4.712 -0.531 0.677 -0.022 0.047 0.031
C -5.820 -1.001 -0.031 -0.028 0.014 0.010
C -7.079 -0.514 0.247 0.002 -0.022 -0.025
C -7.251 0.457 1.235 0.000 0.011 0.014
C -6.169 0.933 1.946 0.005 0.022 0.018
C -4.900 0.433 1.666 -0.066 -0.048 -0.064
H -3.874 1.583 3.067 0.004 0.000 0.000
H -1.769 0.660 2.779 -0.013 0.009 0.023
H -2.197 -3.698 -1.740 0.008 0.003 -0.011
H -0.413 -4.904 -3.017 0.001 0.001 -0.003
H 1.998 -5.206 -3.577 0.001 0.001 -0.002
H 3.657 -3.601 -2.613 -0.002 -0.002 -0.001
H 2.821 -1.801 -1.104 -0.004 0.002 -0.001
H -5.662 -1.748 -0.796 0.007 -0.002 0.002
H -7.937 -0.882 -0.298 0.006 -0.004 -0.004
H -8.241 0.836 1.451 0.005 0.008 0.006
H -6.298 1.684 2.717 -0.008 -0.005 0.002
C -2.856 2.268 -3.464 0.050 0.019 -0.002
N -2.057 3.094 -2.579 0.016 0.036 0.034
C -2.505 4.481 -2.499 0.001 -0.039 -0.016
C -1.484 2.467 -1.486 -0.112 -0.011 -0.046
N -1.679 1.269 -1.112 0.100 0.045 0.043
N -0.544 3.300 -0.854 0.031 -0.019 -0.065
C 0.114 3.092 0.342 0.077 0.071 0.150
N 1.214 3.941 0.480 -0.087 0.027 -0.018
N -0.238 2.226 1.211 0.005 -0.066 -0.081
H -3.056 2.834 -4.372 -0.009 -0.013 -0.008
H -3.816 1.981 -3.018 -0.007 0.007 -0.005
H -2.305 1.369 -3.737 -0.008 -0.003 -0.002
H -2.191 5.036 -3.384 -0.016 0.001 -0.006
H -2.101 4.965 -1.615 0.010 0.007 -0.006
H -3.597 4.524 -2.437 -0.003 0.007 0.024
H -2.423 0.822 -1.636 -0.026 0.016 0.012
H -0.055 3.890 -1.508 -0.005 0.003 0.003
H 1.173 4.811 -0.030 0.016 -0.014 -0.004
H 1.488 4.090 1.438 0.004 -0.008 -0.005
H 0.394 2.264 2.006 0.001 -0.006 0.012
C 1.838 -1.818 4.296 -0.010 -0.012 -0.056
As 1.540 -2.108 2.414 0.023 -0.436 0.176
C 2.980 -3.247 1.814 -0.060 0.040 0.024
C -0.068 -3.142 2.214 0.065 -0.027 0.017
O 1.477 -0.683 1.598 0.205 0.371 -0.004
H 1.880 -2.764 4.834 -0.005 -0.010 -0.015
H 1.030 -1.206 4.691 -0.007 0.000 -0.012
H 2.781 -1.287 4.416 -0.002 0.000 0.004
H 3.198 -4.012 2.559 -0.027 -0.001 0.006
H 3.869 -2.641 1.646 -0.015 0.028 0.024
H 2.684 -3.721 0.880 0.008 0.005 -0.002
H -0.003 -4.066 2.787 0.012 0.001 -0.005
H -0.173 -3.361 1.152 -0.026 -0.006 0.010
H -0.925 -2.553 2.532 0.020 0.039 -0.004
N 1.679 1.047 -1.362 -0.027 0.066 -0.072
C 2.772 1.140 -1.002 0.010 -0.106 -0.019
N 4.032 1.261 -0.596 -0.032 0.038 0.043
C 4.221 1.429 0.854 0.085 -0.029 0.059
C 5.648 1.884 1.096 -0.055 0.019 -0.021
O 6.569 0.974 0.526 0.024 -0.004 0.008
C 6.409 0.904 -0.878 -0.036 0.001 -0.018
C 5.027 0.390 -1.235 0.042 -0.013 0.021
H 4.025 0.484 1.372 -0.034 0.000 -0.021
H 3.507 2.171 1.208 0.005 0.012 -0.009
H 5.857 1.920 2.164 -0.005 0.001 0.004
H 5.796 2.884 0.671 0.018 -0.004 -0.002
H 7.173 0.225 -1.252 -0.002 0.000 -0.006
H 6.561 1.893 -1.326 0.010 0.004 0.014
H 4.919 -0.641 -0.876 -0.015 0.007 0.006
H 4.873 0.409 -2.313 -0.004 0.003 -0.002
```
Positions in Å, forces in eV/Å.

These are the Löwdin partial charges, in e, on atoms 1 to 6: atom 1 (Na): 0.11, atom 2 (N): 0.13, atom 3 (C): -0.16, atom 4 (N): 0.13, atom 5 (C): -0.30, atom 6 (N): 0.08

=====

(6)
The following is a quantum chemistry calculation of C4H8N3S2 as an isolated structure in a non-equilibrium geometry, from the OMol25 dataset.

Output
Strongest force on any atom ... 3.3 eV Å⁻¹
Total charge ... +1
Energy relative to the best compared isomer or geometry (same formula, charge and spin) ... 5.78 kcal per mole
Lowest unoccupied orbital energy ... -5.14 eV

The geometry in XYZ format:
```
17
Properties=species:S:1:pos:R:3:forces:R:3
C 2.774 4.404 0.151 0.531 2.074 -0.865
C 1.493 2.650 -0.497 -0.838 -0.463 2.296
C -1.709 -3.514 -0.928 2.009 -2.533 0.512
C -2.386 -3.049 0.248 -2.050 0.241 2.290
N 2.138 3.300 0.587 0.442 -0.447 -1.847
N 2.543 4.821 -1.057 0.432 0.002 0.812
N -1.897 -2.473 1.313 2.168 -0.805 -0.048
S 1.540 3.736 -1.809 0.046 -0.357 -0.006
S 0.662 1.227 -0.264 0.278 0.119 -0.465
H 3.455 4.974 0.791 -0.364 -0.331 -0.095
H -2.337 -4.030 -1.607 -1.022 0.111 -0.651
H -1.221 -2.704 -1.362 0.970 1.523 -1.178
H -0.898 -4.316 -0.782 -0.837 1.315 0.523
H -3.485 -3.201 0.235 0.644 0.300 0.356
H 2.543 2.857 1.393 -0.580 -0.704 0.205
H -0.818 -2.416 1.362 -2.254 0.192 0.061
H -2.397 -2.266 2.226 0.426 -0.238 -1.901
```
Positions in Å, forces in eV/Å.

These are the Löwdin partial charges, in e, on atoms 1 to 6: atom 1 (C): -0.31, atom 2 (C): -1.16, atom 3 (C): -0.02, atom 4 (C): -0.08, atom 5 (N): -0.01, atom 6 (N): -0.28